# 1
{"formula": "C54H34FeN10O2S", "method": "ωB97M-V/def2-TZVPD", "lumo_ev": [4.25, 3.74], "spin_multiplicity": 5, "total_charge": -2, "homo_energy_ev": [-0.2, -1.5], "relative_energy_kcal_mol": 56.4, "homo_lumo_gap_ev": [4.463, 5.221], "max_force_ev_per_a": 0.5, "species": ["Fe", "C", "C", "C", "C", "C", "N", "C", "N", "C", "C", "C", "C", "C", "C", "C", "C", "N", "C", "N", "C", "N", "C", "N", "C", "N", "C", "C", "C", "C", "C", "C", "C", "C", "C", "C", "C", "C", "N", "C", "C", "H", "H", "H", "H", "H", "H", "H", "H", "H", "H", "H", "H", "H", "H", "H", "H", "O", "S", "O", "N", "C", "C", "C", "C", "C", "C", "C", "C", "N", "C", "C", "C", "C", "C", "C", "C", "H", "H", "H", "H", "H", "H", "H", "H", "H", "H", "H", "C", "C", "C", "C", "C", "C", "C", "H", "H", "H", "H", "H", "H", "H"], "positions_angstrom": [[-0.742, -0.114, -0.181], [1.760, 2.253, 4.114], [2.071, 3.195, 3.107], [1.253, 3.340, 2.010], [0.110, 2.538, 1.919], [-0.926, 2.423, 0.935], [-1.793, 1.475, 1.256], [-1.349, 0.902, 2.448], [-1.762, -2.240, 1.424], [-0.495, -2.246, 1.664], [0.179, -3.068, 2.650], [-0.269, -3.832, 3.718], [0.681, -4.525, 4.454], [2.040, -4.461, 4.126], [2.482, -3.696, 3.057], [1.533, -2.989, 2.332], [1.657, -2.111, 1.161], [2.831, -2.044, 0.554], [3.062, -1.437, -0.590], [2.115, -0.781, -1.415], [2.811, 0.102, -2.248], [2.293, 1.090, -2.883], [1.117, 1.680, -2.518], [0.404, 1.575, -1.335], [-0.351, 2.742, -1.248], [-1.032, 3.170, -0.233], [-0.246, 3.503, -2.491], [-0.839, 4.681, -2.920], [-0.477, 5.179, -4.162], [0.487, 4.516, -4.945], [1.089, 3.351, -4.512], [0.695, 2.828, -3.275], [4.234, -0.223, -2.160], [5.336, 0.302, -2.809], [6.600, -0.133, -2.423], [6.741, -1.046, -1.372], [5.642, -1.547, -0.694], [4.369, -1.148, -1.108], [0.434, -1.582, 0.853], [-0.186, 1.567, 2.910], [0.654, 1.440, 4.033], [2.426, 2.157, 4.965], [2.969, 3.794, 3.202], [1.479, 4.051, 1.223], [-1.320, -3.862, 3.971], [0.368, -5.120, 5.305], [2.756, -5.013, 4.725], [3.529, -3.633, 2.788], [-1.558, 5.185, -2.286], [-0.926, 6.092, -4.534], [0.764, 4.937, -5.905], [1.842, 2.847, -5.104], [5.201, 1.040, -3.590], [7.482, 0.249, -2.921], [7.736, -1.358, -1.075], [5.754, -2.234, 0.135], [0.435, 0.703, 4.795], [-3.634, -0.325, 2.829], [-2.517, 0.271, 3.517], [-1.865, -0.458, 4.587], [-2.025, -1.428, 0.379], [-3.265, -1.384, -0.120], [-4.408, -2.056, 0.313], [-5.601, -1.915, -0.396], [-5.714, -1.147, -1.537], [-4.575, -0.455, -2.006], [-4.542, 0.340, -3.172], [-3.374, 0.940, -3.555], [-2.224, 0.784, -2.766], [-2.219, 0.075, -1.656], [-3.366, -0.558, -1.284], [-3.177, 1.758, 4.272], [-2.837, 2.118, 5.565], [-3.323, 3.306, 6.096], [-4.135, 4.130, 5.330], [-4.463, 3.767, 4.028], [-3.985, 2.582, 3.494], [-4.357, -2.650, 1.213], [-6.478, -2.437, -0.025], [-6.652, -1.060, -2.072], [-5.447, 0.456, -3.758], [-3.315, 1.548, -4.448], [-1.296, 1.254, -3.054], [-2.197, 1.458, 6.137], [-3.060, 3.591, 7.108], [-4.506, 5.061, 5.743], [-5.086, 4.416, 3.424], [-4.211, 2.284, 2.478], [1.030, -1.510, -2.085], [1.509, -2.739, -2.814], [1.849, -2.683, -4.162], [2.327, -3.807, -4.820], [2.475, -5.003, -4.130], [2.144, -5.066, -2.783], [1.664, -3.941, -2.129], [0.566, -0.811, -2.781], [0.292, -1.808, -1.340], [1.742, -1.743, -4.693], [2.587, -3.750, -5.870], [2.849, -5.883, -4.640], [2.261, -5.994, -2.237], [1.409, -3.987, -1.076]]}

# 2
{"formula": "C54H38N4NiOP2S2Se2", "method": "ωB97M-V/def2-TZVPD", "lumo_ev": [-0.40, -0.96], "spin_multiplicity": 3, "homo_energy_ev": [-6.7, -7.0], "homo_lumo_gap_ev": [6.327, 5.986], "max_force_ev_per_a": 1.2, "species": ["Ni", "O", "C", "C", "C", "C", "C", "C", "P", "C", "C", "C", "C", "C", "C", "C", "C", "C", "C", "C", "C", "C", "C", "C", "C", "C", "C", "P", "C", "C", "C", "C", "C", "C", "C", "C", "C", "C", "C", "C", "H", "H", "H", "H", "H", "H", "H", "H", "H", "H", "H", "H", "H", "H", "H", "H", "H", "H", "H", "H", "H", "H", "H", "H", "H", "H", "H", "H", "S", "C", "C", "C", "C", "N", "C", "C", "C", "S", "C", "N", "H", "H", "Se", "Se", "C", "C", "C", "C", "C", "N", "C", "C", "C", "C", "C", "N", "H", "H", "H", "H", "H", "H", "H", "H"], "positions_angstrom": [[-0.247, -0.004, 0.176], [2.345, -0.891, 2.401], [1.966, -0.714, 3.708], [2.705, -1.069, 4.834], [2.243, -0.760, 6.100], [1.020, -0.135, 6.272], [0.226, 0.100, 5.166], [0.684, -0.185, 3.886], [-0.486, 0.021, 2.492], [-0.976, 1.744, 2.775], [-2.281, 2.114, 2.158], [-2.728, 3.592, 2.190], [-1.644, 4.533, 2.597], [-0.459, 4.110, 3.041], [-0.116, 2.708, 3.143], [-1.814, -1.004, 3.264], [-1.640, -2.381, 3.143], [-2.587, -3.274, 3.603], [-3.735, -2.801, 4.215], [-3.883, -1.440, 4.418], [-2.929, -0.546, 3.959], [3.586, -0.594, 1.890], [4.805, -0.653, 2.559], [5.991, -0.405, 1.890], [5.989, -0.084, 0.544], [4.782, 0.006, -0.116], [3.581, -0.232, 0.540], [2.033, -0.079, -0.441], [2.629, -1.310, -1.675], [2.831, -2.601, -1.187], [3.370, -3.587, -1.989], [3.732, -3.300, -3.295], [3.547, -2.020, -3.784], [3.001, -1.032, -2.982], [2.424, 1.541, -1.202], [1.954, 1.892, -2.467], [2.270, 3.120, -3.023], [3.011, 4.040, -2.300], [3.385, 3.743, -1.000], [3.100, 2.505, -0.456], [3.625, -1.622, 4.749], [2.844, -1.017, 6.961], [0.670, 0.131, 7.258], [-0.762, 0.518, 5.289], [-3.093, 1.448, 2.460], [-3.624, 3.781, 2.786], [-1.876, 5.588, 2.548], [0.297, 4.820, 3.343], [0.859, 2.452, 3.536], [-0.745, -2.752, 2.669], [-2.431, -4.336, 3.476], [-4.498, -3.490, 4.545], [-4.753, -1.060, 4.934], [-3.068, 0.504, 4.171], [4.865, -0.877, 3.608], [6.923, -0.475, 2.430], [6.913, 0.102, 0.019], [4.761, 0.274, -1.163], [2.588, -2.823, -0.159], [3.524, -4.580, -1.592], [4.167, -4.066, -3.920], [3.842, -1.774, -4.794], [2.900, -0.039, -3.386], [1.305, 1.213, -2.999], [1.922, 3.367, -4.016], [3.267, 4.993, -2.738], [3.906, 4.480, -0.406], [3.399, 2.281, 0.559], [-0.778, -0.042, -2.185], [-1.945, 1.168, -2.584], [-1.837, 1.867, -3.785], [-2.828, 2.748, -4.185], [-2.686, 3.460, -5.398], [-2.548, 4.029, -6.383], [-3.978, 2.927, -3.385], [-4.080, 2.243, -2.175], [-3.072, 1.399, -1.775], [-3.044, 0.634, -0.148], [-5.011, 3.802, -3.773], [-5.866, 4.511, -4.058], [-0.968, 1.706, -4.404], [-4.965, 2.374, -1.567], [-2.749, -1.939, -1.966], [-4.996, 0.659, 0.628], [-2.225, 2.182, 0.631], [-3.012, 3.502, 0.658], [-2.482, 4.558, -0.237], [-1.323, 4.361, -0.874], [-0.560, 3.155, -0.660], [-0.930, 2.158, 0.060], [-1.599, -2.858, -0.799], [-1.733, -4.252, -0.752], [-0.896, -4.985, 0.053], [0.083, -4.312, 0.775], [0.152, -2.937, 0.662], [-0.679, -2.209, -0.084], [-4.087, 3.351, 0.502], [-3.061, 5.462, -0.354], [-0.911, 5.097, -1.547], [0.405, 3.088, -1.138], [-2.488, -4.722, -1.364], [-0.993, -6.059, 0.110], [0.760, -4.834, 1.431], [0.912, -2.369, 1.188]]}